# C45H37N4O3Pt

A molecular structure, C45H37N4O3Pt at a distorted geometry (ωB97M-V with the def2-TZVPD basis set, the OMol25 dataset).

```
! RIJCOSX wB97M-V def2-TZVPD def2/J DEFGRID3
* xyz 1 1
Pt 0.08525 0.28198 -0.21072
O 2.15082 0.10145 0.48324
C 2.42951 -1.18044 1.03672
C 1.15859 -1.80989 1.64983
C 0.51072 -0.83723 2.56493
C 0.54450 -0.92681 3.94097
C -0.06930 0.06677 4.68850
C -0.69123 1.12104 4.04643
C -0.68973 1.16471 2.66212
C -1.29580 2.24932 1.85905
C -0.20194 3.00925 1.07531
O 0.36545 2.18468 0.06795
C -0.91320 4.15659 0.32408
C -0.79663 5.49023 0.69356
C -1.49663 6.47211 -0.00216
C -2.31148 6.13247 -1.06743
C -2.42645 4.80188 -1.44821
C -1.72884 3.82139 -0.75831
C 0.89939 3.52996 2.00497
C 2.21750 3.56232 1.56924
C 3.22965 4.03738 2.39648
C 2.93384 4.49525 3.67086
C 1.61540 4.49343 4.10535
C 0.60783 4.01863 3.27663
N -0.09582 0.19783 1.95735
C 3.00667 -2.04702 -0.08943
C 4.20246 -1.62162 -0.67361
C 4.73228 -2.29123 -1.76410
C 4.07406 -3.40240 -2.28756
C 2.89403 -3.83432 -1.71018
C 2.35760 -3.15787 -0.61343
C 3.43527 -0.94468 2.17869
C 3.53298 0.29649 2.78424
C 4.39261 0.47483 3.86562
C 5.14629 -0.58496 4.34485
C 5.04670 -1.83184 3.73708
C 4.19735 -2.01223 2.65365
H 1.43033 -2.73728 2.14960
H 0.44821 -2.04081 0.85428
H 1.05046 -1.75664 4.41507
H -0.05485 0.02085 5.77033
H -1.17426 1.90789 4.60798
H -1.86842 2.93674 2.47600
H -1.98958 1.82986 1.12524
H -0.15427 5.77707 1.51406
H -1.39462 7.50883 0.29237
H -2.85160 6.90016 -1.60687
H -3.05409 4.52711 -2.28671
H -1.80137 2.78729 -1.07208
H 2.45449 3.23382 0.57173
H 4.25101 4.05288 2.03646
H 3.71964 4.86620 4.31663
H 1.36479 4.86824 5.09005
H -0.41610 4.05309 3.63144
H 4.71463 -0.76079 -0.26003
H 5.66437 -1.95401 -2.20112
H 4.49128 -3.93323 -3.13416
H 2.38303 -4.70496 -2.10276
H 1.43553 -3.52103 -0.17697
H 2.94005 1.12535 2.42220
H 4.46531 1.45119 4.33051
H 5.81336 -0.44313 5.18578
H 5.63655 -2.66400 4.10113
H 4.13338 -2.98010 2.16997
O -2.86146 -1.63718 -2.45740
C -2.31316 -1.24260 -1.45200
N -0.95437 -0.86900 -1.46378
C -0.38886 -1.05098 -2.79137
C 0.80417 -0.21441 -2.93932
C 1.60350 -0.22312 -4.07328
C 2.67995 0.63672 -4.13380
C 2.94691 1.48728 -3.06691
C 2.14192 1.42997 -1.95715
N 1.09092 0.59680 -1.91591
C -3.05198 -1.20805 -0.16548
C -4.38613 -1.59044 -0.13946
C -5.00878 -1.69394 1.09257
C -4.27106 -1.44685 2.24142
C -2.94587 -1.06177 2.10591
N -2.35772 -0.91679 0.92006
H -1.12560 -0.78015 -3.55148
H -0.14490 -2.10664 -2.95936
H 1.37074 -0.89476 -4.88745
H 3.31701 0.64531 -5.00898
H 3.78100 2.17272 -3.08837
H 2.30116 2.02876 -1.07796
H -4.89334 -1.81494 -1.06669
H -6.04925 -1.98448 1.15598
H -4.71106 -1.54998 3.22393
H -2.33811 -0.85696 2.97926
*
```

The lowest unoccupied orbital energy (spin up / spin down) comes out at -0.17325 / -0.17818 hartree. Its HOMO energy (spin up / spin down) is -0.414 / -0.413 Eh. The calculation puts the HOMO-LUMO gap (spin up / spin down) at 6.54 / 6.38 eV. The energy relative to the best compared isomer or geometry (same formula, charge and spin) is 23.7 kcal/mol.

=====

# C4H10N

A gas-phase ion, C4H10N (charge +1) at a distorted geometry (ωB97M-V with the def2-TZVPD basis set, the OMol25 dataset).

```
! RIJCOSX wB97M-V def2-TZVPD def2/J DEFGRID3
* xyz 1 1
C -0.83138 -1.75058 0.41333
C -0.30553 -0.50306 0.47510
N 0.73991 -0.21718 1.58269
C -0.51641 0.69862 -0.34099
C 0.31647 1.05234 -1.70877
H -1.67039 -2.00754 -0.18589
H -0.25351 -2.44622 0.95469
H 0.65471 0.67237 2.01818
H 0.81837 -0.94777 2.34047
H 1.69844 -0.34201 1.12810
H -1.44935 0.65903 -0.81858
H -0.61384 1.66026 0.26107
H 0.17794 2.08114 -1.99799
H -0.15941 0.51818 -2.53763
H 1.39398 0.87241 -1.58377
*
```

The lowest unoccupied orbital energy comes out at -0.14072 hartree. As for the SMILES: C=C([NH3+])CC. Its HOMO energy is -0.537 Eh. The calculation puts the HOMO-LUMO gap at 10.78 eV. The energy relative to the best compared isomer or geometry (same formula, charge and spin) is 43.1 kcal/mol.

=====

# C29H36N2OP2Sn

A molecular structure, C29H36N2OP2Sn at a distorted geometry (ωB97M-V with the def2-TZVPD basis set, the OMol25 dataset).

```
! RIJCOSX wB97M-V def2-TZVPD def2/J DEFGRID3
* xyz 2 1
C -0.97399 3.15172 -3.39915
C -0.83457 1.81438 -3.02986
C 0.47396 1.24298 -2.95088
C 1.60479 2.07963 -3.09493
C 1.42401 3.37340 -3.54785
C 0.15775 3.94714 -3.68205
C 2.97356 1.55819 -2.73668
C 2.98390 0.06988 -3.00712
C 1.80152 -0.68671 -2.86054
C 1.87418 -2.11455 -2.82202
C 3.09120 -2.73418 -3.09855
C 4.23656 -1.97811 -3.41341
C 4.14837 -0.58363 -3.38466
H -1.95719 3.60475 -3.46550
H 2.31416 3.97701 -3.72864
H 0.03833 4.98554 -3.98639
H 3.79594 2.09612 -3.22620
H 3.17617 -3.81695 -3.07625
H 5.18286 -2.47580 -3.64322
H 5.03393 0.02074 -3.59058
N 0.64084 -0.04468 -2.46167
Sn 0.34159 -0.19315 -0.00741
C -2.01190 1.02864 -2.48841
H -2.02000 0.01517 -2.92184
H -2.98539 1.52608 -2.65780
C 0.71489 -2.90842 -2.26210
H -0.22627 -2.57374 -2.72116
H 0.84705 -4.00153 -2.35343
P -1.86717 0.84372 -0.66626
P 0.51935 -2.66995 -0.45010
C 1.92593 -3.49370 0.31531
H 1.91908 -3.33701 1.40728
H 1.79118 -4.56056 0.06874
H 2.87516 -3.13809 -0.11127
C -1.00537 -3.44267 0.07920
H -0.87035 -4.50966 -0.16728
H -1.15270 -3.30506 1.16457
H -1.86353 -3.02799 -0.47627
C -2.14663 2.49623 0.00505
H -3.13570 2.82641 -0.34097
H -2.11572 2.46593 1.10101
H -1.38115 3.19473 -0.35493
C -3.21380 -0.22356 -0.12444
H -3.21167 -0.30130 0.97325
H -4.13890 0.26762 -0.46876
H -3.12479 -1.22345 -0.58013
C 2.96511 -0.55701 1.23127
O 4.01544 -0.83131 1.55424
H 3.20552 1.72707 -1.69915
C -2.01973 -1.87725 5.07885
N -2.12674 -0.97864 3.96841
C -3.34831 -0.23806 3.84164
C -1.00913 -0.76231 3.07713
C -0.45573 0.65652 3.02907
C -0.67963 1.52031 4.11930
C -0.19781 2.82451 4.09365
C 0.57967 3.25350 3.00946
C 0.83890 2.35656 1.94571
C 0.30758 1.08403 1.93333
H -3.00221 -2.29845 5.30903
H -1.66669 -1.34342 5.96976
H -1.28917 -2.65385 4.84872
H -3.30264 0.71408 4.40940
H -3.56469 0.02834 2.78990
H -4.17542 -0.84794 4.26120
H -0.23029 -1.47501 3.39687
H -1.29797 -1.12893 2.06495
H -1.23973 1.14151 4.98768
H -0.40942 3.50277 4.93099
H 0.99234 4.25614 2.98589
H 1.46126 2.68523 1.10696
*
```

The lowest unoccupied orbital energy (spin up / spin down) comes out at -0.27041 / -0.26986 hartree. Its HOMO energy (spin up / spin down) is -0.476 / -0.476 Eh. The calculation puts the HOMO-LUMO gap (spin up / spin down) at 5.60 / 5.62 eV.

=====

# C4H7NO2

A single C4H7NO2 molecule (ωB97M-V with the def2-TZVPD basis set, the OMol25 dataset).

```
! RIJCOSX wB97M-V def2-TZVPD def2/J DEFGRID3
* xyz 0 1
N 1.72616 0.52357 1.70671
C 0.62993 0.60243 0.90328
O -0.11922 1.56331 0.91349
C 0.45577 -0.55634 -0.07089
C -0.98641 -0.71370 -0.48601
C -1.52567 0.21565 -1.46842
O -1.19637 -1.12125 -1.83162
H 1.89548 1.28257 2.34839
H 2.32532 -0.28497 1.72866
H 0.87668 -1.49789 0.30526
H 1.02857 -0.29110 -0.96804
H -1.66830 -1.17360 0.23421
H -0.85706 0.98507 -1.85438
H -2.58487 0.46623 -1.46064
*
```

The lowest unoccupied orbital energy comes out at 0.02958 hartree. As for the SMILES: NC(=O)C[C@H]1CO1. Its HOMO energy is -0.370 Eh. The calculation puts the HOMO-LUMO gap at 10.86 eV. The energy relative to the best compared isomer or geometry (same formula, charge and spin) is 32.0 kcal/mol.

=====

# C2H3Cl2O2Si

2 unconnected molecules or ions with the total composition C2H3Cl2O2Si at a distorted geometry (ωB97M-V with the def2-TZVPD basis set, the OMol25 dataset).

```
! RIJCOSX wB97M-V def2-TZVPD def2/J DEFGRID3
* xyz -1 1
C -3.23334 -2.78177 0.12036
C 0.01271 0.05067 0.11327
O -3.82298 -2.76269 -0.98970
O -3.55608 -2.74829 1.30023
Si -1.20969 -2.87128 0.02911
Cl -0.29066 -4.01262 -1.50236
Cl -0.46131 -3.82080 1.79533
H -0.43206 -0.10550 1.00581
H 0.88252 -0.50845 -0.11865
H -0.41056 0.05590 -0.84418
*
```

The lowest unoccupied orbital energy (spin up / spin down) comes out at 0.10503 / 0.10796 hartree. Its HOMO energy (spin up / spin down) is -0.173 / -0.130 Eh. The calculation puts the HOMO-LUMO gap (spin up / spin down) at 7.55 / 6.48 eV. The energy relative to the best compared isomer or geometry (same formula, charge and spin) is 79.5 kcal/mol.